No. 1
{
  "formula": "C5H11NO",
  "method": "ωB97M-V/def2-TZVPD",
  "e_lumo_ev": 0.91,
  "smiles": "CCN(C=O)CC",
  "orbital_gap_ev": 9.859,
  "species": ["C", "C", "N", "C", "O", "C", "C", "H", "H", "H", "H", "H", "H", "H", "H", "H", "H", "H"],
  "coordinates": [[-1.310, 0.716, 1.858], [-0.737, -0.512, 1.156], [-0.291, -0.127, -0.206], [-1.022, -0.529, -1.304], [-1.104, 0.150, -2.299], [1.004, 0.516, -0.397], [1.924, -0.288, -1.356], [-2.250, 0.994, 1.375], [-0.603, 1.547, 1.805], [-1.640, 0.495, 2.874], [0.168, -0.844, 1.675], [-1.549, -1.209, 0.956], [-1.595, -1.450, -1.110], [0.825, 1.469, -0.916], [1.532, 0.605, 0.548], [2.032, -0.043, -2.416], [2.947, -0.139, -0.973], [1.670, -1.351, -1.270]],
  "lowdin_charge": [-0.085, -0.204, -0.146, -0.337, 0.044, -0.205, -0.084, 0.076, 0.074, 0.071, 0.115, 0.106, 0.132, 0.118, 0.111, 0.072, 0.067, 0.076]
}

=====

No. 2
{
  "formula": "C18H22IrO4S6",
  "method": "ωB97M-V/def2-TZVPD",
  "e_lumo_ev": -3.01,
  "total_charge": 1,
  "orbital_gap_ev": 8.871,
  "species": ["Ir", "C", "C", "S", "C", "C", "S", "C", "C", "S", "H", "H", "H", "H", "H", "H", "H", "H", "H", "H", "H", "H", "O", "S", "C", "C", "C", "C", "C", "C", "C", "C", "C", "C", "C", "C", "H", "H", "H", "H", "H", "H", "H", "H", "H", "H", "O", "S", "O", "O", "S"],
  "coordinates": [[1.179, 0.105, -1.902], [-2.199, -1.701, -1.286], [-1.546, -2.288, -2.534], [0.102, -1.684, -3.061], [-0.324, -0.692, -4.521], [-1.158, 0.521, -4.171], [-0.330, 1.550, -2.896], [-1.768, 2.097, -1.927], [-2.340, 1.132, -0.900], [-3.290, -0.273, -1.545], [-1.462, -1.453, -0.527], [-2.839, -2.475, -0.861], [-2.196, -2.176, -3.403], [-1.391, -3.358, -2.392], [-0.852, -1.330, -5.229], [0.638, -0.424, -4.958], [-2.125, 0.225, -3.770], [-1.310, 1.157, -5.043], [-2.510, 2.388, -2.673], [-1.434, 3.013, -1.437], [-3.020, 1.698, -0.260], [-1.554, 0.736, -0.263], [0.317, -0.262, -0.017], [1.313, -0.545, 1.139], [1.551, 1.027, 1.939], [0.822, 2.138, 1.551], [1.063, 3.346, 2.189], [2.017, 3.426, 3.194], [2.744, 2.302, 3.563], [2.520, 1.091, 2.928], [0.285, -1.387, 2.308], [0.772, -2.572, 2.836], [-0.005, -3.258, 3.761], [-1.245, -2.760, 4.126], [-1.723, -1.571, 3.578], [-0.955, -0.870, 2.668], [0.094, 2.061, 0.756], [0.508, 4.228, 1.898], [2.202, 4.371, 3.686], [3.495, 2.371, 4.338], [3.098, 0.214, 3.199], [1.734, -2.959, 2.525], [0.358, -4.183, 4.187], [-1.850, -3.298, 4.844], [-2.692, -1.190, 3.872], [-1.305, 0.063, 2.245], [4.875, 0.164, -2.882], [3.538, 0.222, -2.433], [2.428, 0.213, -3.535], [3.015, -0.922, -1.572], [2.756, 1.773, -1.335]],
  "lowdin_charge": [0.781, -0.502, -0.441, 0.901, -0.473, -0.441, 0.860, -0.456, -0.520, 0.918, 0.044, 0.079, 0.083, 0.082, 0.102, 0.075, 0.031, 0.100, 0.093, 0.085, 0.083, 0.026, -0.723, 1.103, -0.403, -0.099, -0.052, -0.051, -0.049, -0.063, -0.381, -0.068, -0.053, -0.049, -0.049, -0.058, 0.092, 0.114, 0.115, 0.117, 0.122, 0.117, 0.116, 0.116, 0.116, 0.116, -0.252, 0.222, -0.539, -0.505, 0.423]
}

=====

No. 3
{
  "formula": "C14H12BrNO3S",
  "method": "ωB97M-V/def2-TZVPD",
  "e_lumo_ev": 0.23,
  "smiles": "O=C(CNC(=O)c1cccs1)OCc1ccc(Br)cc1",
  "orbital_gap_ev": 9.163,
  "species": ["O", "C", "C", "N", "C", "O", "C", "C", "C", "C", "S", "O", "C", "C", "C", "C", "C", "Br", "C", "C", "H", "H", "H", "H", "H", "H", "H", "H", "H", "H", "H", "H"],
  "coordinates": [[-1.121, -3.725, 0.525], [-1.383, -2.569, 0.335], [-2.549, -1.840, 1.000], [-2.695, -0.476, 0.572], [-1.868, 0.480, 1.080], [-1.127, 0.266, 2.022], [-1.951, 1.799, 0.446], [-1.243, 2.907, 0.829], [-1.509, 4.035, 0.032], [-2.412, 3.777, -0.952], [-2.956, 2.152, -0.925], [-0.705, -1.752, -0.470], [0.493, -2.240, -1.065], [1.678, -1.390, -0.694], [2.807, -1.413, -1.505], [3.922, -0.661, -1.186], [3.898, 0.126, -0.047], [5.425, 1.177, 0.391], [2.785, 0.164, 0.773], [1.678, -0.600, 0.449], [-2.337, -1.836, 2.075], [-3.469, -2.400, 0.827], [-3.149, -0.307, -0.311], [-0.562, 2.891, 1.660], [-1.050, 4.996, 0.181], [-2.796, 4.445, -1.697], [0.649, -3.277, -0.735], [0.346, -2.235, -2.151], [2.817, -2.027, -2.394], [4.798, -0.681, -1.816], [2.778, 0.779, 1.659], [0.812, -0.563, 1.092]],
  "lowdin_charge": [0.120, -0.464, -0.058, 0.051, -0.513, 0.066, -0.430, -0.095, -0.172, -0.402, 1.050, 0.005, -0.101, -0.180, -0.037, -0.126, -0.684, 0.716, -0.110, -0.006, 0.143, 0.139, 0.103, 0.121, 0.105, 0.064, 0.136, 0.140, 0.116, 0.100, 0.104, 0.098]
}

=====

No. 4
{
  "formula": "C22H40BNO44S9",
  "method": "ωB97M-V/def2-TZVPD",
  "e_lumo_ev": -3.44,
  "orbital_gap_ev": 6.522,
  "species": ["N", "H", "H", "H", "H", "O", "C", "O", "B", "O", "C", "O", "O", "C", "O", "C", "O", "O", "C", "C", "O", "S", "O", "O", "O", "H", "H", "H", "H", "C", "C", "O", "S", "O", "O", "O", "H", "H", "H", "H", "C", "C", "O", "S", "O", "O", "O", "H", "H", "H", "H", "C", "C", "O", "S", "O", "O", "O", "H", "H", "H", "H", "C", "C", "O", "S", "O", "O", "O", "H", "H", "H", "H", "C", "C", "O", "S", "O", "O", "O", "H", "H", "H", "H", "C", "C", "O", "S", "O", "O", "O", "H", "H", "H", "H", "C", "C", "O", "S", "O", "O", "O", "H", "H", "H", "H", "C", "C", "O", "S", "O", "O", "O", "H", "H", "H", "H"],
  "coordinates": [[0.430, -3.848, 9.720], [1.392, -4.129, 9.848], [0.383, -2.996, 10.260], [-0.090, -4.625, 10.102], [0.289, -3.644, 8.741], [-0.097, 1.142, -0.532], [0.470, 0.754, 0.452], [0.670, -0.473, 0.850], [1.400, -0.397, 2.164], [1.431, 1.072, 2.553], [0.952, 1.747, 1.507], [0.987, 3.001, 1.381], [0.632, -0.990, 3.288], [1.210, -2.126, 3.733], [0.884, -2.726, 4.744], [2.608, -2.162, 3.074], [2.632, -1.148, 2.164], [3.541, -2.932, 3.401], [3.524, -9.036, 6.002], [2.836, -10.428, 5.598], [3.812, -10.870, 4.547], [5.308, -10.173, 4.629], [5.393, -9.410, 3.382], [6.376, -11.135, 4.990], [4.924, -9.074, 5.899], [3.303, -8.815, 7.046], [3.388, -8.100, 5.459], [1.751, -10.419, 5.490], [3.060, -11.107, 6.421], [-5.459, 3.033, -1.623], [-6.665, 2.876, -0.669], [-7.712, 2.422, -1.552], [-7.462, 2.885, -3.148], [-8.340, 4.004, -3.538], [-7.562, 1.629, -3.936], [-5.872, 3.408, -2.929], [-4.880, 2.110, -1.665], [-4.832, 3.820, -1.206], [-7.056, 3.819, -0.286], [-6.586, 2.209, 0.190], [-3.760, 0.268, 4.367], [-3.612, -0.421, 5.714], [-3.634, -1.801, 5.504], [-4.202, -2.230, 4.021], [-5.617, -2.618, 4.226], [-3.349, -3.177, 3.383], [-3.965, -0.672, 3.347], [-2.990, 0.996, 4.113], [-4.514, 1.051, 4.450], [-4.361, -0.069, 6.423], [-2.651, -0.158, 6.157], [-1.711, 6.874, -2.660], [-0.442, 7.679, -2.901], [-0.696, 8.122, -4.213], [-2.336, 8.389, -4.575], [-2.660, 7.870, -5.920], [-2.657, 9.783, -4.399], [-2.843, 7.512, -3.213], [-1.847, 6.715, -1.590], [-1.597, 5.944, -3.217], [0.280, 6.879, -2.735], [-0.237, 8.436, -2.145], [-2.913, 1.739, -6.711], [-3.694, 2.545, -7.818], [-3.534, 1.891, -8.958], [-2.356, 0.709, -8.915], [-1.068, 1.261, -9.334], [-2.744, -0.571, -9.604], [-2.465, 0.530, -7.247], [-3.660, 1.344, -6.023], [-2.055, 2.121, -6.157], [-3.541, 3.623, -7.786], [-4.767, 2.430, -7.663], [2.234, 1.307, -5.128], [2.862, 2.524, -4.434], [3.372, 3.319, -5.522], [2.255, 3.245, -6.758], [2.837, 3.485, -8.138], [1.112, 4.003, -6.236], [2.124, 1.615, -6.492], [1.265, 1.077, -4.685], [2.880, 0.454, -4.919], [3.695, 2.265, -3.780], [2.215, 3.149, -3.818], [-4.251, -2.590, -2.251], [-4.368, -4.151, -2.039], [-5.578, -4.375, -1.318], [-6.644, -3.064, -1.521], [-7.496, -2.860, -0.309], [-7.206, -3.179, -2.829], [-5.372, -2.023, -1.497], [-4.464, -2.174, -3.235], [-3.216, -2.404, -1.966], [-3.471, -4.542, -1.561], [-4.550, -4.617, -3.007], [4.370, 5.970, 4.632], [5.812, 5.735, 4.137], [6.777, 6.730, 4.679], [6.136, 7.581, 5.961], [6.608, 8.917, 5.982], [6.189, 6.709, 7.174], [4.592, 7.282, 5.304], [3.902, 5.225, 5.275], [3.715, 6.220, 3.797], [5.837, 5.998, 3.079], [6.102, 4.689, 4.233], [5.770, -3.993, -1.287], [6.184, -5.268, -0.520], [7.274, -5.774, -1.180], [7.377, -5.386, -2.717], [6.942, -6.516, -3.560], [8.515, -4.598, -3.021], [6.008, -4.451, -2.629], [6.553, -3.290, -1.002], [4.764, -3.606, -1.127], [5.276, -5.821, -0.763], [6.284, -4.982, 0.527]],
  "lowdin_charge": [0.356, 0.157, 0.160, 0.162, 0.165, 0.140, -0.435, 0.235, -0.833, 0.201, -0.342, 0.074, 0.195, -0.349, 0.092, -0.293, 0.224, 0.095, -0.219, -0.064, -0.242, 0.771, -0.256, -0.253, -0.220, 0.115, 0.127, 0.128, 0.115, -0.193, -0.148, -0.224, 0.778, -0.259, -0.271, -0.196, 0.129, 0.128, 0.123, 0.133, -0.217, -0.202, -0.200, 0.753, -0.257, -0.219, -0.167, 0.129, 0.121, 0.127, 0.126, -0.223, -0.196, -0.196, 0.777, -0.252, -0.246, -0.197, 0.137, 0.129, 0.134, 0.131, -0.175, -0.234, -0.176, 0.800, -0.251, -0.271, -0.206, 0.124, 0.128, 0.136, 0.130, -0.191, -0.174, -0.225, 0.795, -0.254, -0.263, -0.200, 0.128, 0.131, 0.129, 0.121, -0.130, -0.173, -0.225, 0.748, -0.255, -0.225, -0.234, 0.123, 0.124, 0.126, 0.122, -0.111, -0.139, -0.235, 0.753, -0.206, -0.289, -0.269, 0.124, 0.126, 0.122, 0.125, -0.162, -0.214, -0.175, 0.689, -0.250, -0.208, -0.217, 0.122, 0.140, 0.133, 0.143]
}

=====

No. 5
{
  "formula": "C14H20MnN2O6",
  "method": "ωB97M-V/def2-TZVPD",
  "e_lumo_ev": [-1.44, -1.91],
  "spin_multiplicity": 6,
  "orbital_gap_ev": [7.220, 7.271],
  "species": ["Mn", "O", "C", "O", "C", "C", "C", "C", "C", "O", "C", "C", "O", "O", "H", "H", "H", "H", "H", "H", "H", "H", "C", "N", "C", "C", "C", "N", "C", "C", "O", "H", "H", "H", "H", "H", "H", "H", "H", "H", "H", "H", "H"],
  "coordinates": [[0.608, 1.134, 0.120], [1.047, -2.783, -0.317], [1.111, -1.577, -0.202], [0.147, -0.739, -0.445], [2.380, -0.917, 0.365], [2.067, -0.434, 1.805], [3.321, 0.177, 2.420], [3.553, 1.525, 1.721], [2.923, 1.552, 0.383], [1.058, 0.556, 1.823], [2.937, 0.322, -0.464], [2.240, 0.666, -1.816], [2.643, 0.213, -2.856], [1.243, 1.514, -1.667], [3.147, -1.687, 0.413], [1.730, -1.299, 2.385], [4.167, -0.500, 2.287], [3.182, 0.332, 3.489], [4.628, 1.705, 1.568], [3.189, 2.361, 2.316], [2.822, 2.512, -0.114], [3.983, 0.076, -0.694], [-1.781, 1.358, -2.561], [-2.432, 0.507, -1.573], [-2.968, -0.745, -2.094], [-3.888, -1.387, -1.080], [-3.152, -1.510, 0.235], [-2.630, -0.210, 0.642], [-2.129, -0.144, 2.006], [-2.117, 0.641, -0.273], [-1.368, 1.598, 0.110], [-0.858, 0.903, -2.924], [-1.544, 2.321, -2.124], [-2.471, 1.501, -3.392], [-2.135, -1.412, -2.337], [-3.501, -0.515, -3.017], [-4.194, -2.373, -1.429], [-4.786, -0.778, -0.951], [-2.320, -2.218, 0.149], [-3.819, -1.860, 1.024], [-1.188, -0.688, 2.108], [-2.878, -0.585, 2.663], [-1.966, 0.889, 2.295]],
  "lowdin_charge": [1.042, 0.080, -0.582, -0.082, -0.108, -0.366, -0.112, -0.156, -0.017, -0.228, -0.161, -0.587, 0.111, -0.135, 0.152, 0.163, 0.123, 0.120, 0.140, 0.124, 0.132, 0.173, -0.017, -0.061, -0.144, -0.146, -0.145, -0.066, -0.021, -0.466, -0.076, 0.094, 0.090, 0.093, 0.139, 0.124, 0.121, 0.123, 0.136, 0.123, 0.088, 0.092, 0.093]
}

=====

No. 6
{
  "formula": "C5H3N3O3S",
  "method": "ωB97M-V/def2-TZVPD",
  "e_lumo_ev": [-1.36, -1.36],
  "orbital_gap_ev": [7.581, 7.584],
  "species": ["C", "C", "C", "C", "C", "N", "N", "N", "O", "O", "O", "S", "H", "H", "H"],
  "coordinates": [[0.753, -0.221, 0.662], [-1.122, 0.062, 2.301], [-0.367, -0.274, 1.245], [-0.831, 1.229, 3.131], [-1.780, -0.905, -0.624], [1.667, -0.575, -0.111], [-1.072, -1.092, -1.533], [-1.634, 1.910, 3.906], [-2.749, 2.025, 4.287], [-0.639, 2.804, 4.432], [-2.770, -0.585, -0.085], [0.611, 2.169, 3.509], [-2.048, -0.406, 2.363], [2.513, 0.016, -0.087], [-0.290, -1.510, -2.016]],
  "lowdin_charge": [-0.198, -0.011, -0.059, -0.444, -0.494, 0.142, 0.234, -0.346, 0.105, -0.352, 0.120, 1.026, 0.096, 0.079, 0.101]
}

=====

no.,electronic energy (Eh)
1,-327.08290
2,-3493.30705
3,-3793.40259
4,-7835.72232
5,-2257.46677
6,-980.23346